{
  "formula": "C19H19N5O3",
  "method": "ωB97M-V/def2-TZVPD",
  "smiles": "CCOC(=O)c1ccc(Oc2nc(NC)nc(Nc3ccccc3)n2)cc1",
  "de_lowest_ev": 0.000,
  "lumo_ev": 0.635,
  "homo_lumo_gap_ev": 8.93,
  "species": ["C", "C", "O", "C", "O", "C", "C", "C", "C", "O", "C", "N", "C", "N", "C", "N", "C", "N", "C", "C", "C", "C", "C", "C", "N", "C", "C", "H", "H", "H", "H", "H", "H", "H", "H", "H", "H", "H", "H", "H", "H", "H", "H", "H", "H", "H"],
  "positions_angstrom": [[5.42199, -0.11045, -2.36184], [4.43891, -0.71938, -3.34438], [3.12158, -0.33076, -2.95760], [2.10741, -0.96264, -3.56231], [2.26387, -1.81471, -4.40340], [0.78952, -0.51693, -3.05069], [-0.34048, -1.26420, -3.37475], [-1.57174, -0.93004, -2.84804], [-1.68121, 0.16483, -1.99831], [-2.92184, 0.45686, -1.46789], [-3.00568, 0.58995, -0.13945], [-4.17288, 0.98525, 0.32106], [-4.24022, 1.07086, 1.66076], [-5.41527, 1.46788, 2.15972], [-5.69462, 1.61998, 3.56083], [-3.23565, 0.79965, 2.49309], [-2.10300, 0.41168, 1.90456], [-1.08392, 0.14767, 2.75288], [0.23301, -0.22897, 2.50645], [1.09597, -0.31626, 3.59966], [2.41794, -0.67382, 3.42011], [2.90242, -0.94694, 2.15114], [2.04721, -0.86765, 1.06536], [0.72018, -0.51787, 1.23480], [-1.94119, 0.28617, 0.58976], [-0.56922, 0.95382, -1.72296], [0.66284, 0.60722, -2.23864], [5.21018, -0.45976, -1.35462], [6.43413, -0.39649, -2.63245], [5.34250, 0.97323, -2.37591], [4.49852, -1.81373, -3.34683], [4.62622, -0.36766, -4.36550], [-0.22745, -2.12058, -4.02191], [-2.45130, -1.51449, -3.06785], [-6.13812, 1.65434, 1.48309], [-4.78841, 1.36922, 4.10648], [-5.98266, 2.64915, 3.78626], [-6.50149, 0.95123, 3.86895], [-1.33100, 0.29533, 3.72279], [0.72426, -0.10005, 4.59191], [3.07397, -0.73682, 4.27593], [3.93756, -1.22145, 2.01401], [2.40903, -1.07843, 0.06956], [0.05761, -0.46283, 0.38982], [-0.67292, 1.81888, -1.08683], [1.53345, 1.19973, -2.00681]]
}